Density functional theory data (ωB97M-V/def2-TZVPD) for a molecular structure, C5H11N2 at a distorted geometry.

Geometry as XYZ:
```
18
Properties=species:S:1:pos:R:3:forces:R:3:lowdin_spin:R:1
N -0.812666 0.711912 -0.624340 -1.075 1.939 -0.649 0.1479
N 1.115152 -0.368928 -1.104924 1.648 -5.079 -0.406 0.0347
C -2.100253 0.733411 -1.063493 -0.939 0.250 -0.054 0.6364
C 0.187364 1.582902 1.395009 0.554 0.173 0.099 0.0022
C 1.127729 -1.306726 0.120461 -0.091 -0.018 -3.535 0.0017
C -0.038195 -0.848249 0.939812 0.127 -0.480 3.184 0.0009
C -0.297436 0.595731 0.643613 -0.615 0.408 1.020 0.0375
H -2.775329 -0.093569 -0.942021 -0.267 -0.639 0.385 0.0517
H -0.961234 -1.405667 0.831377 -0.012 -0.351 -0.590 -0.0001
H 0.538911 1.354934 2.386918 0.298 -0.096 0.194 0.0018
H 2.135968 -1.334733 0.486963 0.164 0.492 0.974 0.0006
H 1.073633 -0.824896 -2.002482 0.725 -0.196 -0.114 0.0035
H 0.997281 -2.301019 -0.323894 -0.219 0.068 0.299 0.0001
H 1.689311 0.398261 -1.079761 1.729 1.983 0.117 0.0020
H 0.008216 0.010488 -1.042932 -1.639 1.214 -0.885 0.0289
H 0.415060 2.582575 1.029243 -0.824 -0.078 0.020 0.0005
H -2.554189 1.542727 -1.639715 0.597 0.113 0.057 0.0498
H 0.250678 -1.029153 1.990167 -0.163 0.295 -0.115 0.0000
```
Forces are in eV/Å.

The HOMO-LUMO gap (alpha / beta) is 6.9 / 8.1 eV. As for the HOMO energy (alpha / beta): -6.15 / -7.42 eV. The calculation puts the lowest unoccupied orbital energy (alpha / beta) at 0.75 / 0.73 eV. The largest force on an atom is 0.104 Eh/bohr. The calculation puts the relative energy (zero: lowest compared OMol25 entry of this formula, charge and spin) at 2.517 eV. As for the spin multiplicity: 2.